# 1
An isolated ion of composition C4H8NO2 and charge -1 at a distorted geometry. Source: OMol25; level of theory: the ωB97M-V functional and the def2-TZVPD basis.

Charge   -1
Energy relative to the best compared isomer or geometry (same formula, charge and spin)   25.1 kcal per mole
Gap between HOMO and LUMO   7.8 eV
Electronic energy   -9863.699 eV
SMILES string   CCNCC(=O)[O-]

Each line ends with the natural charge from an NBO analysis.
Element x y z (Å)
C -1.69 0.04 0.13  -0.67
C -0.55 0.05 1.14  -0.23
N 0.69 0.79 0.75  -0.63
C 1.65 0.07 -0.15  -0.34
C 0.87 -0.53 -1.41  0.74
O 0.74 0.28 -2.36  -0.80
O 0.57 -1.73 -1.31  -0.78
H -1.99 -0.98 -0.15  0.22
H -1.36 0.43 -0.84  0.25
H -2.60 0.48 0.52  0.19
H -0.77 0.51 2.10  0.17
H -0.31 -0.97 1.46  0.19
H 0.26 1.49 0.14  0.34
H 2.08 -0.69 0.50  0.17
H 2.41 0.75 -0.53  0.18

# 2
C4H8NO2 as an isolated structure at a distorted geometry. Source: OMol25; level of theory: the ωB97M-V functional and the def2-TZVPD basis.

Charge   -1
Energy relative to the best compared isomer or geometry (same formula, charge and spin)   58.0 kcal per mole
Gap between HOMO and LUMO   8.2 eV
Electronic energy   -9862.269 eV

Each line ends with the natural charge from an NBO analysis.
Element x y z (Å)
O -0.91 -1.88 0.34  -0.73
C -0.35 -0.76 0.28  0.65
N 0.28 -0.07 -0.72  -0.82
C 0.78 1.41 -1.75  0.24
O 1.45 1.19 -2.84  -0.77
C -0.79 0.18 1.46  -0.49
C -0.43 -0.34 2.87  -0.62
H 0.67 -0.64 -1.47  0.36
H 1.22 1.97 -0.90  0.09
H -0.25 1.73 -1.83  0.10
H -0.47 1.25 1.33  0.19
H -1.86 0.15 1.24  0.20
H -0.65 0.28 3.76  0.19
H 0.68 -0.37 2.86  0.19
H -0.85 -1.40 2.99  0.22

# 3
A 2-piece molecular cluster, C4H8NO2 overall at a distorted geometry. Source: OMol25; level of theory: the ωB97M-V functional and the def2-TZVPD basis.

Charge   -1
Energy relative to the best compared isomer or geometry (same formula, charge and spin)   119.1 kcal per mole
Gap between HOMO and LUMO   5.8 eV
Electronic energy   -9859.624 eV

Each line ends with the natural charge from an NBO analysis.
Element x y z (Å)
C -0.70 1.25 -0.33  -0.66
C -1.57 0.01 0.08  -0.21
C -0.81 -1.38 -0.10  -0.62
N -2.22 0.08 1.28  -0.19
C 2.78 0.12 0.30  0.62
O 3.37 -0.23 1.34  -0.78
O 2.78 -0.42 -0.83  -0.80
H -0.63 1.84 0.58  0.22
H 0.31 0.95 -0.62  0.25
H -1.08 1.76 -1.21  0.20
H -2.49 -0.04 -0.55  0.31
H -1.26 -2.06 0.62  0.21
H 0.24 -1.20 0.13  0.26
H -0.87 -1.74 -1.12  0.20
H 2.15 1.04 0.43  -0.02